Record 1
ORCA calculation (the ωB97M-V functional and the def2-TZVPD basis) on a molecular structure, C5H6O8S2.

Computed properties:
- charge = -2
- frontier orbital gap (eV) = 6.677

Structure (XYZ):
```
21
Properties=species:S:1:pos:R:3:mulliken_charge:R:1
C -3.572 -1.215 0.142 0.90
C -0.963 0.081 1.660 0.44
C 0.176 2.495 -0.042 -1.32
C 0.239 -2.265 -0.133 -1.18
C -1.521 -0.006 0.193 -0.37
O -3.183 -2.192 0.702 -0.47
O -0.880 1.238 2.222 -0.75
O -4.399 -0.482 -0.222 -0.47
O -0.477 -0.904 2.200 -0.72
O -2.400 2.477 0.315 -0.77
O -1.580 1.660 -1.760 -0.80
O 0.736 -0.062 -1.393 -0.66
O -1.310 -1.420 -2.079 -0.73
S -1.395 1.637 -0.324 1.43
S -0.457 -0.818 -1.025 1.17
H -0.157 2.842 0.943 0.38
H 0.813 1.699 0.080 0.36
H 0.135 3.181 -0.835 0.46
H 0.667 -2.012 0.735 0.44
H -0.640 -2.942 0.097 0.27
H 0.875 -2.890 -0.709 0.38
```

***

Record 2
ORCA calculation (the ωB97M-V functional and the def2-TZVPD basis) on a single C5H6OSe molecule.

Computed properties:
- frontier orbital gap (eV) = 8.973

Structure (XYZ):
```
13
Properties=species:S:1:pos:R:3:mulliken_charge:R:1
C 2.330 -1.222 0.570 -0.76
Se 1.862 -0.003 -0.931 0.06
C 0.079 0.334 -0.470 -0.08
C -0.654 1.612 -0.049 -0.29
C -1.986 1.177 0.054 -0.46
C -1.993 -0.142 -0.409 -0.15
O -0.810 -0.598 -0.704 -0.21
H 2.982 -0.877 1.304 0.29
H 1.237 -1.419 0.904 0.20
H 2.856 -2.159 0.138 0.26
H -0.303 2.653 0.059 0.38
H -2.920 1.657 0.022 0.37
H -2.681 -1.013 -0.487 0.39
```

***

Record 3
ORCA calculation (the ωB97M-V functional and the def2-TZVPD basis) on a single C5H6S molecule.

Computed properties:
- frontier orbital gap (spin up / spin down) (eV) = 6.430 / 6.429

Structure (XYZ):
```
12
Properties=species:S:1:pos:R:3:mulliken_charge:R:1
C -1.442 -1.118 0.595 -0.18
C -0.913 -0.283 -0.309 0.09
C -0.219 1.015 -0.492 -0.32
C 1.177 0.865 0.339 -0.71
C -0.670 -1.721 -0.389 -0.28
S 2.148 -0.572 0.033 -0.46
H -2.082 -1.364 1.354 0.45
H -0.120 1.083 -1.626 0.25
H -0.901 1.866 -0.141 0.28
H 1.841 1.624 -0.043 0.28
H 0.977 1.001 1.438 0.30
H 0.205 -2.397 -0.761 0.30
```

***

Record 4
ORCA calculation (the ωB97M-V functional and the def2-TZVPD basis) on a single C5H6S molecule.

Computed properties:
- frontier orbital gap (eV) = 9.334

Structure (XYZ):
```
12
Properties=species:S:1:pos:R:3:mulliken_charge:R:1
C 0.215 1.194 -0.167 -0.37
C 0.784 0.039 0.135 0.20
C 1.359 -1.206 -0.362 -0.58
C -0.084 -1.111 0.460 -0.33
S -1.698 -0.650 -0.157 -0.19
C -1.274 1.153 0.071 -0.60
H 0.698 2.068 -0.561 0.39
H 1.365 -1.350 -1.430 0.24
H 2.116 -1.729 0.196 0.25
H -0.075 -1.597 1.421 0.35
H -1.584 1.468 1.070 0.28
H -1.822 1.721 -0.676 0.37
```

***

Record 5
ORCA calculation (the ωB97M-V functional and the def2-TZVPD basis) on a molecular structure, C5H6S.

Computed properties:
- frontier orbital gap (eV) = 6.223

Structure (XYZ):
```
12
Properties=species:S:1:pos:R:3:mulliken_charge:R:1
C -1.306 -0.522 1.287 0.64
C -0.657 0.458 1.023 -0.52
C -2.303 -2.194 1.703 -0.10
C 0.228 1.390 0.575 -0.79
C 0.788 -0.086 -1.674 -0.80
S 1.492 1.135 -0.507 -0.03
H -3.048 -1.752 2.332 0.17
H 0.125 2.315 1.045 0.39
H 0.159 0.391 -2.454 0.31
H 1.660 -0.442 -2.116 0.33
H 0.180 -0.927 -1.217 0.28
H 2.682 0.234 0.002 0.12
```

***

Record 6
ORCA calculation (the ωB97M-V functional and the def2-TZVPD basis) on a molecular structure, C5H6S.

Computed properties:
- frontier orbital gap (eV) = 7.998

Structure (XYZ):
```
12
Properties=species:S:1:pos:R:3:mulliken_charge:R:1
C -0.748 1.208 0.100 -0.78
C -1.097 -0.173 -0.282 0.18
C -0.032 -1.201 0.176 -0.22
C 1.446 -0.743 0.181 -0.26
C 2.298 -0.123 -0.586 -0.34
H 0.467 1.470 -0.267 0.16
H -0.756 1.350 1.414 0.23
H -1.352 2.181 -0.365 0.29
H -0.760 -1.257 1.358 0.23
H 0.018 -2.214 -0.245 0.35
H 3.134 0.029 -1.135 0.40
S -2.617 -0.525 -0.350 -0.23
```

***

Record 7
ORCA calculation (the ωB97M-V functional and the def2-TZVPD basis) on a molecular structure, C5H6S2.

Computed properties:
- frontier orbital gap (eV) = 6.137

Structure (XYZ):
```
13
Properties=species:S:1:pos:R:3:mulliken_charge:R:1
C 1.110 1.166 -0.763 -0.42
C 0.224 1.183 0.399 -0.22
C -0.671 0.239 1.012 -0.63
C -1.241 -0.869 0.244 0.32
C -0.328 -1.770 -0.214 -0.30
H 2.103 2.186 -0.594 0.26
H 0.455 0.969 -1.901 0.23
H 1.583 0.069 -0.219 0.05
H 0.556 1.863 1.178 0.29
H -1.248 0.361 1.832 0.47
H -0.792 -2.411 -0.969 0.27
S -2.890 -0.758 -0.185 -0.13
S 1.140 -2.228 0.180 -0.19
```

***

Record 8
ORCA calculation (the ωB97M-V functional and the def2-TZVPD basis) on a single C5H6S2 molecule.

Computed properties:
- frontier orbital gap (eV) = 9.034

Structure (XYZ):
```
13
Properties=species:S:1:pos:R:3:mulliken_charge:R:1
C 1.376 -1.064 0.990 -0.26
C 0.210 -1.787 1.071 -0.25
S -1.036 -1.474 -0.090 -0.26
C -1.146 0.277 -0.336 -0.26
C -0.462 0.999 -1.557 -0.41
C 0.149 1.269 -0.205 -0.22
S 1.748 0.378 0.101 -0.17
H 2.128 -1.431 1.707 0.28
H 0.225 -2.417 1.966 0.35
H -2.041 0.905 0.038 0.34
H 0.160 0.492 -2.298 0.31
H -1.362 1.681 -1.966 0.21
H 0.051 2.172 0.579 0.32
```

***

Record 9
ORCA calculation (the ωB97M-V functional and the def2-TZVPD basis) on a single C5H6S2 molecule.

Computed properties:
- frontier orbital gap (eV) = 7.981

Structure (XYZ):
```
13
Properties=species:S:1:pos:R:3:mulliken_charge:R:1
C -0.020 -1.567 -0.220 -0.19
C -1.229 -0.999 -0.530 -0.13
S -1.757 0.377 0.158 -0.23
C -0.584 1.672 0.055 -0.39
C 0.776 1.578 -0.265 -0.14
S 1.886 0.209 -0.186 -0.07
C 0.832 -0.939 0.789 -0.69
H 0.316 -2.380 -0.906 0.26
H -2.013 -1.312 -1.369 0.27
H -1.082 2.585 0.240 0.35
H 1.273 2.522 -0.596 0.27
H 1.534 -1.463 1.345 0.41
H 0.068 -0.283 1.484 0.27
```

***

Record 10
ORCA calculation (the ωB97M-V functional and the def2-TZVPD basis) on a molecular structure, C5H6S3.

Computed properties:
- frontier orbital gap (eV) = 7.719

Structure (XYZ):
```
14
Properties=species:S:1:pos:R:3:mulliken_charge:R:1
C 2.659 -0.989 -0.743 -0.97
C 1.278 -0.601 -0.082 0.43
C -1.258 0.718 -0.024 0.54
C -1.574 1.921 0.367 -0.58
C -2.217 -0.324 0.428 -0.50
H 2.933 -2.177 -0.954 0.26
H 3.077 -0.399 -1.537 0.34
H 3.432 -0.880 0.200 0.26
H -1.176 3.078 -0.050 0.23
H -2.638 2.008 0.834 0.24
H -2.629 -0.078 1.478 0.28
S 0.907 -0.732 1.466 -0.28
S 0.093 0.222 -1.076 -0.10
S -2.888 -1.766 -0.309 -0.16
```

***

Record 11
ORCA calculation (the ωB97M-V functional and the def2-TZVPD basis) on 31 unconnected molecules or ions with the total composition C5H73IO31P.

Computed properties:
- charge = +1
- frontier orbital gap (eV) = 6.974

Structure (XYZ):
```
111
Properties=species:S:1:pos:R:3:mulliken_charge:R:1
C -3.538 -4.128 -0.651 -0.44
O -3.777 -4.109 0.790 -0.33
C -3.036 -3.056 1.438 -0.45
C -3.644 -1.577 1.186 0.13
C -2.813 -0.571 2.122 -1.03
C -2.649 0.895 1.456 -0.24
P -1.401 0.652 0.020 0.05
I -2.538 1.615 -1.978 0.20
H -4.504 -4.291 -1.237 0.21
H -2.850 -5.016 -0.868 0.27
H -2.969 -3.180 -0.940 0.07
H -1.923 -3.004 1.124 0.20
H -3.074 -3.231 2.572 0.19
H -4.737 -1.582 1.512 0.19
H -3.562 -1.355 0.065 0.26
H -3.370 -0.438 3.110 0.41
H -1.742 -0.951 2.330 0.37
H -2.271 1.681 2.195 0.42
H -3.665 1.239 1.059 0.11
H -1.177 -0.748 -0.241 0.04
H -0.214 1.373 0.379 0.30
O -3.779 -3.855 -3.440 -0.59
H -4.650 -3.589 -3.762 0.27
H -3.669 -4.756 -3.779 0.33
O 1.975 1.898 1.401 -0.55
H 2.463 2.298 0.669 0.31
H 2.405 2.255 2.189 0.26
O 1.259 -1.243 -1.683 -0.48
H 0.569 -0.585 -1.840 0.21
H 0.886 -1.817 -0.999 0.28
O 3.603 4.394 1.255 -0.57
H 3.984 5.079 1.824 0.27
H 3.795 4.701 0.360 0.28
O 2.292 6.833 2.084 -0.64
H 1.729 6.098 2.365 0.34
H 2.150 7.507 2.761 0.30
O -6.861 -1.219 0.468 -0.64
H -7.646 -1.088 1.019 0.29
H -6.895 -2.156 0.232 0.30
O -0.435 5.727 2.097 -0.59
H -0.675 5.211 1.317 0.28
H -1.226 6.253 2.282 0.31
O 4.599 6.610 3.771 -0.62
H 4.111 7.161 3.142 0.32
H 4.386 6.990 4.633 0.31
O 3.974 -1.064 -3.791 -0.59
H 3.197 -0.950 -3.230 0.22
H 3.960 -2.003 -4.023 0.33
O 6.468 -0.530 -1.465 -0.58
H 6.226 -1.050 -2.245 0.32
H 5.677 -0.008 -1.279 0.29
O -0.599 -4.211 -3.804 -0.61
H -0.829 -4.717 -4.593 0.27
H -1.396 -3.695 -3.619 0.32
O 6.178 -3.414 -2.839 -0.57
H 5.592 -3.205 -2.099 0.26
H 6.910 -3.894 -2.429 0.31
O -4.589 -5.857 3.509 -0.65
H -4.210 -5.183 4.090 0.32
H -4.392 -5.536 2.618 0.36
O 8.456 -2.416 -4.959 -0.61
H 7.583 -2.805 -4.814 0.27
H 8.366 -1.511 -4.631 0.32
O 3.326 -2.320 0.011 -0.54
H 2.836 -1.774 -0.618 0.33
H 3.114 -1.936 0.873 0.30
O 7.204 0.331 -5.781 -0.60
H 6.329 -0.055 -5.638 0.30
H 7.120 1.234 -5.447 0.32
O 2.194 1.826 -1.613 -0.56
H 2.969 2.041 -2.151 0.30
H 1.983 0.917 -1.864 0.27
O -5.986 1.470 0.019 -0.64
H -5.205 1.677 -0.511 0.19
H -6.217 0.562 -0.234 0.38
O 10.460 -0.131 -4.896 -0.68
H 9.583 0.124 -5.216 0.32
H 10.574 -1.035 -5.221 0.33
O -9.667 0.394 0.992 -0.59
H -9.464 0.847 1.822 0.32
H -10.187 1.040 0.494 0.28
O 6.004 -2.058 1.155 -0.65
H 5.603 -2.810 0.700 0.28
H 6.688 -1.752 0.543 0.30
O -3.106 5.840 3.744 -0.63
H -3.694 6.052 4.482 0.33
H -2.378 5.355 4.156 0.31
O -8.609 2.763 -1.165 -0.61
H -9.201 2.985 -0.435 0.30
H -7.893 2.266 -0.745 0.36
O 4.499 -1.597 3.728 -0.65
H 5.167 -1.059 4.174 0.31
H 4.923 -1.857 2.898 0.37
O -2.617 -6.783 -4.214 -0.61
H -2.165 -7.517 -3.777 0.31
H -2.226 -6.760 -5.097 0.31
O 5.046 0.004 6.459 -0.62
H 4.174 -0.386 6.605 0.32
H 4.957 0.908 6.788 0.31
O -11.641 2.557 -1.569 -0.62
H -11.060 2.479 -2.337 0.33
H -12.287 3.226 -1.829 0.31
O -5.066 7.827 3.666 -0.62
H -4.494 7.759 2.891 0.31
H -5.725 8.487 3.417 0.30
O 9.326 2.215 -3.664 -0.64
H 9.828 1.404 -3.496 0.35
H 10.001 2.905 -3.692 0.30
O -2.563 -4.788 5.738 -0.62
H -2.073 -5.606 5.896 0.33
H -1.881 -4.104 5.729 0.30
```

***

Record 12
ORCA calculation (the ωB97M-V functional and the def2-TZVPD basis) on a molecular structure, C5H7AlLiO3.

Computed properties:
- spin multiplicity = 2
- expectation value of S² = 0.751
- charge = +4
- frontier orbital gap (spin up / spin down) (eV) = 4.390 / 3.577

Structure (XYZ):
```
17
Properties=species:S:1:pos:R:3:mulliken_charge:R:1
C 1.940 -2.974 0.942 -0.36
C 3.041 -2.652 1.345 -0.46
H 1.015 -3.250 0.461 0.58
H 4.086 -2.506 1.569 0.43
H 1.885 -0.253 1.207 0.42
O -0.137 -1.197 2.256 -0.42
Li 1.243 -0.438 -1.447 0.93
O 1.062 -0.345 0.589 -0.28
C -0.054 -0.505 1.238 0.73
O -1.124 -0.003 0.703 -0.19
C -1.375 1.371 0.728 0.33
C -2.793 1.737 0.585 -0.89
H -0.561 1.963 0.294 0.44
H -3.154 1.487 -0.429 0.41
H -2.902 2.818 0.728 0.40
H -3.420 1.202 1.310 0.40
Al -1.304 -1.436 3.346 1.51
```

***

Listing M for the structures above in their given order: 258.2, 161.1, 98.2, 98.2, 98.2, 98.2, 130.2, 130.2, 130.2, 162.3, 787.5, 149.0 g/mol.
Listing maximum force for the structures above in their given order: 0.0926, 0.1101, 0.0623, 0.0335, 0.1542, 0.1875, 0.1208, 0.0731, 0.0962, 0.1189, 0.0473, 0.1230 hartree/bohr.